# 1
Molecular formula: C3H5NO3
Method: DFT, ωB97M-V/def2-TZVPD

Summary:
Energy relative to the best compared isomer or geometry (same formula, charge and spin) (eV): 4.079
Lowest unoccupied orbital energy (eV): 0.30
Orbital gap (hartree): 0.3593
Maximum force (Eh/bohr): 0.0071

```
12
Properties=species:S:1:pos:R:3:mulliken_charge:R:1
N 0.8273 -0.5710 1.3241 -0.428
C -0.0213 0.4561 0.6400 0.793
O -0.4791 1.4034 1.2546 -0.684
C -0.6854 -0.7683 0.1694 -0.336
O -1.2076 0.2041 -1.6260 -0.532
C -0.1312 0.8134 -1.7148 0.180
O 0.7608 0.8881 -0.7826 -0.436
H 1.7160 -0.8046 0.8967 0.250
H 0.8759 -0.3950 2.3222 0.264
H -0.1997 -1.4563 -0.5059 0.240
H -1.5913 -1.0979 0.6726 0.317
H 0.1356 1.3281 -2.6502 0.371
```

# 2
Molecular formula: C5H11O3
Method: DFT, ωB97M-V/def2-TZVPD

Summary:
Energy relative to the best compared isomer or geometry (same formula, charge and spin) (eV): 7.278
Lowest unoccupied orbital energy (eV): 1.43
Orbital gap (hartree): 0.1594
Maximum force (Eh/bohr): 0.0417
Total charge: -1

```
19
Properties=species:S:1:pos:R:3:mulliken_charge:R:1
O 1.6791 0.7985 -1.5692 -0.684
C 0.9946 -0.2441 -1.3928 1.308
O 1.7042 -1.4890 -1.7138 -0.530
C -0.3903 -0.3277 -1.7399 -1.108
C 0.5944 -0.4394 0.2587 -1.060
C -0.3183 0.5073 1.0043 -0.406
C -0.1652 1.9928 0.7174 -1.121
H -0.7700 0.1160 -2.6578 0.298
H -0.9653 -1.1389 -1.3238 0.374
H 1.5850 -0.3556 0.7178 0.311
H 0.2978 -1.4811 0.3527 0.499
H -0.2769 0.2642 2.0638 0.533
H -1.3401 0.2199 0.7624 0.283
H -1.0858 2.4906 1.0280 0.366
H 0.6284 2.5056 1.2718 0.269
H 0.0150 2.2450 -0.3234 0.272
H 1.3727 -1.8045 -2.5628 0.319
H -2.0431 -2.2388 2.8125 0.103
O -1.5162 -1.6206 2.2941 -1.027
```

# 3
Molecular formula: C28H51BN3O8PtS4
Method: DFT, ωB97M-V/def2-TZVPD

Summary:
Lowest unoccupied orbital energy (spin up / spin down) (eV): -2.46 / -4.40
Multiplicity: 3
Orbital gap (spin up / spin down) (hartree): 0.2535 / 0.1820
Maximum force (Eh/bohr): 0.0705
Total charge: +1
<S²>: 2.00

```
96
Properties=species:S:1:pos:R:3:lowdin_spin:R:1
Pt -0.0541 -0.9983 -1.3015 1.561
B -0.0368 -0.0108 0.8409 0.077
H 0.0389 -1.1561 1.0142 0.002
H -0.9889 0.0635 0.1802 0.058
H -0.2804 0.4929 1.8366 0.033
H 0.9267 0.4267 0.3822 0.004
C -3.7668 -5.4371 -0.6743 0.001
C -3.5089 -4.9320 -2.1000 0.000
C -3.2386 -3.4323 -2.0772 0.000
S -2.5930 -3.0496 -0.4273 0.011
O -3.5272 -2.2072 0.2787 0.001
O -1.1765 -2.6884 -0.6147 0.053
C -2.7093 -4.7545 0.2161 0.007
H -3.5724 -6.5065 -0.6066 0.000
H -4.7807 -5.2308 -0.3383 0.000
H -4.4203 -5.2064 -2.6329 0.000
H -2.6752 -5.4396 -2.5821 0.000
H -4.0606 -2.7407 -2.2655 0.000
H -2.5294 -3.1751 -2.8641 0.000
H -2.7949 -4.8435 1.2943 0.000
H -1.7406 -5.1423 -0.1140 0.000
C 3.0309 0.7862 -4.5705 0.000
C 4.1941 1.3941 -3.8354 0.000
C 3.6180 1.7202 -2.4314 0.001
S 1.8058 1.9337 -2.7083 0.006
O 1.2035 3.1992 -2.3868 0.003
O 1.1180 0.7723 -2.1255 0.038
C 1.8324 1.6919 -4.4995 0.001
H 2.7745 -0.1925 -4.1478 0.000
H 3.4072 0.5292 -5.5664 0.000
H 4.4596 2.3689 -4.2486 0.000
H 5.0803 0.8054 -3.6136 0.000
H 4.0344 2.6088 -1.9622 0.000
H 3.5880 0.8894 -1.7264 0.000
H 2.1173 2.6608 -4.9273 0.000
H 0.8572 1.4997 -4.9334 0.000
C 3.0116 -2.8266 1.7496 0.000
C 2.4644 -4.1222 1.1166 0.000
C 2.7859 -4.2782 -0.4005 0.000
S 3.1764 -2.6017 -0.9640 0.008
O 1.9765 -1.7923 -1.0852 0.056
O 4.0963 -2.6901 -2.0756 0.008
C 3.9127 -2.2038 0.6484 0.002
H 3.7174 -3.1526 2.5061 0.000
H 2.1780 -2.2136 2.0785 0.000
H 1.4817 -4.5280 1.3667 0.000
H 3.0080 -4.9483 1.5908 0.000
H 2.1154 -4.8379 -1.0457 0.000
H 3.7414 -4.8014 -0.3900 0.000
H 4.0976 -1.1539 0.8639 0.000
H 4.8400 -2.7706 0.5503 0.000
C -3.0574 3.3148 -1.9953 0.000
C -2.7824 3.2291 -3.5437 0.000
C -2.0671 1.9091 -3.6576 0.000
S -3.0675 0.6809 -2.7125 0.006
O -2.0732 -0.1595 -2.0595 0.046
O -4.1003 0.1565 -3.5714 0.008
C -3.6857 2.0027 -1.5554 0.002
H -3.7247 4.1621 -1.8569 0.000
H -2.1068 3.4607 -1.4839 0.000
H -2.0916 4.0471 -3.7464 0.000
H -3.6581 3.3380 -4.1802 0.000
H -1.1297 2.0645 -3.1164 0.000
H -1.7543 1.4572 -4.5994 0.000
H -3.6521 1.6457 -0.5269 0.000
H -4.7644 2.0617 -1.7291 0.000
N -1.3067 -0.7310 3.7412 0.004
C -1.6329 -0.2477 4.9626 0.000
C -2.2378 -1.2931 5.6265 0.000
C -2.1633 -2.4423 4.8411 0.000
C -1.5468 -2.0742 3.6422 0.000
H -0.9069 -0.2405 2.9382 0.003
H -1.5509 0.7726 5.2873 0.000
H -2.5688 -1.3197 6.6548 0.000
H -2.4691 -3.4323 5.1399 0.000
H -1.4638 -2.6092 2.7127 0.000
N 2.4300 3.5003 2.3057 0.000
C 3.3897 4.4371 2.0473 0.000
C 4.4484 3.8504 1.3995 0.000
C 4.1776 2.4731 1.3054 0.000
C 2.8964 2.3124 1.7977 0.000
H 1.5898 3.6577 2.8319 0.000
H 3.2715 5.4884 2.2585 0.000
H 5.3316 4.3630 1.0527 0.000
H 4.7877 1.6547 0.9598 0.000
H 2.1906 1.4979 1.7324 0.000
N -1.0370 4.8562 3.2511 0.000
C -1.5964 3.8287 2.5472 0.000
C -1.9610 2.8246 3.4355 0.000
C -1.7779 3.3994 4.7253 0.000
C -1.1900 4.6088 4.5972 0.000
H -0.6510 5.6808 2.8307 0.000
H -1.6967 3.8252 1.4738 0.000
H -2.3487 1.8982 3.0470 0.000
H -2.1345 2.9631 5.6463 0.000
H -0.7932 5.3488 5.2720 0.000
```

# 4
Molecular formula: C3H2NO3
Method: DFT, ωB97M-V/def2-TZVPD

Summary:
Energy relative to the best compared isomer or geometry (same formula, charge and spin) (eV): 2.626
Lowest unoccupied orbital energy (spin up / spin down) (eV): 4.11 / 4.11
Orbital gap (spin up / spin down) (hartree): 0.3184 / 0.3183
Maximum force (Eh/bohr): 0.0587
Total charge: -1

```
9
Properties=species:S:1:pos:R:3:mulliken_charge:R:1
C 0.7554 0.0473 -0.9397 0.473
C -1.2123 0.0067 0.6931 0.714
C -0.0111 0.5927 0.2460 -0.146
N 1.4232 -0.9294 -0.4399 -0.762
O -1.7043 -1.0794 0.8773 -0.648
O 0.7366 0.4878 -2.0496 -0.645
O -1.7358 1.1371 0.4470 -0.529
H 0.6647 1.2215 0.8712 0.277
H 1.0836 -1.4844 0.2945 0.266
```

# 5
Molecular formula: C3H2N4O
Method: DFT, ωB97M-V/def2-TZVPD

Summary:
Energy relative to the best compared isomer or geometry (same formula, charge and spin) (eV): 3.540
Lowest unoccupied orbital energy (eV): -1.81
Orbital gap (hartree): 0.2889
Maximum force (Eh/bohr): 0.1250
SMILES: O=c1nccnnn1

```
10
Properties=species:S:1:pos:R:3:mulliken_charge:R:1
C 0.6435 0.8737 1.0286 0.583
C 0.7903 -0.7367 -0.6172 0.011
C -0.7597 -0.8852 -0.7783 -0.130
H 1.5920 -1.2164 -1.0598 0.461
H -1.1712 -1.8456 -1.2203 0.347
N 1.2989 0.1036 0.0740 -0.404
N -1.6252 -0.0543 -0.1367 -0.264
N -1.4429 1.1784 0.1737 0.000
N -0.4006 1.7757 0.4125 -0.170
O 1.0749 0.8066 2.1235 -0.433
```

# 6
Molecular formula: C24H60F6K2N3O28P4S6
Method: DFT, ωB97M-V/def2-TZVPD

Summary:
Energy relative to the best compared isomer or geometry (same formula, charge and spin) (eV): 0.000
Lowest unoccupied orbital energy (eV): 0.74
Orbital gap (hartree): 0.2738
Maximum force (Eh/bohr): 0.1166
Total charge: -1

```
133
Properties=species:S:1:pos:R:3:mulliken_charge:R:1
K -2.8125 -3.1636 -3.1519 0.983
K -2.7982 -1.9670 0.7725 0.909
N -2.7293 -0.5763 -7.8626 -0.323
S -3.6834 -1.0124 -6.6412 1.004
O -3.0548 -1.8135 -5.6296 -0.379
O -5.0107 -1.3706 -7.0046 -0.633
F -3.7528 0.4304 -6.0166 -0.254
S -2.1227 -1.9636 -8.3439 0.990
O -2.8329 -2.5584 -9.4374 -0.637
O -1.2978 -2.8041 -7.5319 -0.420
F -0.9168 -1.1632 -9.1465 -0.361
N -2.1232 -1.0081 -1.6203 -0.331
S -2.5858 0.5869 -1.9754 0.808
O -2.8685 0.7763 -3.3408 -0.533
O -1.9207 1.6215 -1.2563 -0.534
F -4.0138 0.5479 -1.2865 -0.229
S -0.5702 -0.7398 -1.8773 1.221
O 0.2636 -0.4729 -0.7520 -0.540
O -0.2411 -0.1992 -3.1341 -0.587
F -0.2294 -2.2922 -2.1761 -0.237
N -1.2420 -5.2195 -2.2729 -0.074
S -1.3550 -6.2953 -3.5459 0.990
O -1.6356 -7.6739 -3.3450 -0.579
O -0.5114 -5.9649 -4.6378 -0.510
F -2.7713 -5.7728 -4.1417 -0.333
S -0.0135 -5.8752 -1.5257 0.703
O 1.2476 -5.6933 -2.1434 -0.552
O -0.2931 -7.0301 -0.7454 -0.592
F -0.0011 -4.7208 -0.3685 -0.202
C -0.6075 -3.6663 6.4386 -1.102
C -1.8759 -3.4136 5.6332 -0.340
O -1.9097 -2.1204 5.0311 -0.180
P -0.9524 -1.7081 3.8528 -0.229
O -1.5991 -0.8331 2.8625 0.419
O 0.3382 -1.1189 4.5648 -0.282
C 0.6986 0.2811 4.4324 1.340
C 1.4482 0.7782 5.6391 -1.552
O -0.3325 -3.0397 3.2916 -0.412
C 0.4898 -3.1109 2.1268 -0.211
C 1.4127 -1.8941 1.8520 -0.546
H 0.3034 -3.6437 5.8418 0.268
H -0.5314 -2.8443 7.1535 0.283
H -0.6675 -4.6194 6.9609 0.420
H -2.0979 -4.2474 4.9646 0.326
H -2.6870 -3.4613 6.3626 0.365
H 1.3575 0.4122 3.5738 -0.157
H -0.2562 0.7871 4.2950 -0.369
H 0.8078 1.1210 6.4595 0.336
H 2.1096 0.0516 6.1113 0.390
H 2.0265 1.6694 5.3860 0.286
H 1.2410 -3.8871 2.2606 0.381
H -0.0476 -3.2762 1.1991 -0.030
H 2.1775 -1.7723 2.6218 0.392
H 1.9078 -2.1245 0.9121 0.603
H 0.8064 -0.9890 1.8662 -0.288
C -3.0763 1.5448 5.9033 -0.905
C -4.0453 2.0321 4.8533 -0.071
O -4.0366 1.0343 3.8228 -0.023
P -4.7994 1.2188 2.4594 0.317
O -4.4561 0.2401 1.4377 -0.208
O -4.5277 2.7275 2.0414 -0.405
C -3.3764 2.9529 1.1894 0.626
C -2.7855 4.2743 1.6085 -1.529
O -6.3151 1.3260 2.8712 -0.433
C -7.3593 0.5884 2.2279 -0.218
C -7.7703 1.2798 0.9549 -0.867
H -2.1006 1.3615 5.4494 -0.034
H -3.0040 2.2266 6.7497 0.460
H -3.3129 0.5537 6.3016 0.303
H -5.0504 2.2704 5.2000 0.355
H -3.6251 2.9607 4.4574 0.127
H -2.5768 2.2198 1.3257 -0.143
H -3.6625 2.8830 0.1448 0.279
H -3.4660 5.1353 1.6047 0.381
H -2.3360 4.2819 2.6004 0.289
H -2.1047 4.6499 0.8368 0.426
H -7.0048 -0.4343 2.0690 0.212
H -8.1921 0.4267 2.9141 0.351
H -8.0402 2.3261 1.0884 0.290
H -6.9084 1.3199 0.2792 0.121
H -8.5178 0.7265 0.3867 0.381
C 0.5045 2.4133 1.4456 0.622
C 1.4136 3.2847 2.3384 -0.775
O 2.7207 2.7407 2.2185 0.688
P 4.0062 3.6520 2.3093 0.408
O 4.0473 4.7264 1.3147 -0.804
O 5.1858 2.6179 2.2474 -0.378
C 5.6172 1.8851 1.0685 -0.441
C 4.5313 1.0028 0.5237 -0.108
O 4.0227 4.1114 3.8161 -0.381
C 4.9938 5.0128 4.3658 -0.308
C 4.9626 6.4226 3.7889 -1.026
H -0.1485 1.7458 2.0148 -0.605
H -0.2740 2.9374 0.8895 0.171
H 1.1833 1.8487 0.8117 -0.228
H 1.3622 4.2902 1.9213 0.543
H 0.9868 3.2303 3.3399 0.220
H 5.8811 2.6382 0.3168 0.290
H 6.5747 1.4658 1.3661 0.312
H 4.7795 0.4751 -0.3976 0.517
H 4.1453 0.3548 1.3123 0.076
H 3.6623 1.5742 0.1921 -0.387
H 4.8451 5.1250 5.4377 0.267
H 5.9565 4.5446 4.1507 0.320
H 5.8869 6.9422 4.0432 0.360
H 4.8439 6.3727 2.7078 0.308
H 4.1377 7.0205 4.1795 0.279
C 1.9491 2.4841 -2.6980 -0.278
C 2.5998 1.8946 -3.9192 -0.617
O 2.6069 0.4622 -3.7379 0.079
P 2.5610 -0.4893 -5.0024 0.487
O 1.8573 0.0382 -6.1631 -0.807
O 4.0991 -0.8287 -5.1807 -0.329
C 4.6237 -1.8660 -6.0241 0.015
C 6.0939 -1.5266 -6.1742 -1.369
O 1.9823 -1.8044 -4.3400 0.107
C 0.9448 -2.5909 -4.9871 0.747
C 1.4578 -3.4659 -6.1053 -1.426
H 0.9061 2.1786 -2.6430 0.033
H 2.4534 2.2189 -1.7673 -0.299
H 2.0148 3.5757 -2.7344 0.490
H 2.0441 2.0782 -4.8415 0.437
H 3.6210 2.2368 -4.1104 0.296
H 4.4476 -2.8463 -5.5793 0.163
H 4.0375 -1.8247 -6.9463 0.369
H 6.1805 -0.4839 -6.4818 0.319
H 6.4829 -1.5314 -5.1540 0.295
H 6.6269 -2.1697 -6.8691 0.392
H 0.5576 -3.1233 -4.1196 -0.250
H 0.1010 -2.0258 -5.3877 0.269
H 1.4824 -2.8293 -6.9884 0.360
H 2.4160 -3.9447 -5.8916 0.270
H 0.7903 -4.3211 -6.2091 0.348
```

The highest maximum force belongs to which entry?
C3H2N4O

What is the formula in the second record?
C5H11O3

What is the formula in the sixth record?
C24H60F6K2N3O28P4S6

Among the records above, which one has the lowest maximum force?
C3H5NO3